[1]
Density functional theory data (ωB97M-V with the def2-TZVPD basis set) for 2 unconnected molecules or ions with the total composition C2H4N2O.

Output
Gap between HOMO and LUMO: 9.383 eV
Energy relative to the best compared isomer or geometry (same formula, charge and spin): 344.44 kJ/mol
Multiplicity: 1
Charge: 0
E_tot: -7162.9098 eV
LUMO: 0.9 eV

Positions of all 9 atoms, in Å:
C  -1.0122  -0.4520  0.9549
C  1.2480  0.6468  -0.8289
N  -0.9178  -0.7610  -0.2411
N  -0.9315  -1.0814  -1.3306
O  1.0093  0.8824  0.3216
H  -1.7364  0.2106  1.3913
H  -0.4860  -1.0727  1.6708
H  2.0758  0.1615  -1.3375
H  0.4626  0.9418  -1.5859

***

[2]
Density functional theory data (ωB97M-V with the def2-TZVPD basis set) for 2 unconnected molecules or ions with the total composition C22H51ClFIN8OP2.

Output
Gap between HOMO and LUMO: 4.483 eV
Multiplicity: 1
Charge: 0
E_tot: -79509.9554 eV
LUMO: -1.2 eV

Positions of all 87 atoms, in Å:
C  -2.6352  -5.0768  -2.2525
C  -1.5680  -3.8851  -2.5928
C  -2.2192  -2.4931  -3.1601
C  -2.5848  -1.3635  -2.0592
C  -1.5249  -0.2422  -1.6262
C  -0.4091  -0.5264  -0.4099
C  -1.3873  -1.1464  0.7372
C  -1.2783  -0.8777  2.3141
F  -1.5923  -2.6432  0.6133
N  0.5288  -1.5614  -0.9118
Cl  0.8923  -1.5177  -2.5921
C  1.8049  -1.8602  -0.1928
I  1.5088  -3.1181  1.6519
C  2.6596  -2.9287  -1.0935
C  3.7813  -3.8648  -0.2942
C  5.3472  -3.3799  0.0082
N  3.5799  -5.2195  0.0083
C  2.5470  -0.4170  0.1166
N  3.5879  -0.5229  1.2653
P  3.6513  0.2767  -1.2609
N  4.1445  1.8108  -1.0562
N  1.5069  0.5375  0.7565
P  2.4618  1.6445  1.8152
C  1.6470  1.4959  3.6045
C  2.3779  3.5033  1.3950
C  1.4245  4.4390  2.3316
C  0.3219  0.9648  -0.0452
C  0.6870  1.8084  -1.4384
C  -0.6972  1.9843  0.7304
C  -1.2481  3.3655  0.1841
N  -0.5016  4.5255  -0.2510
N  -2.3834  3.1828  -0.8579
N  -2.0787  3.9136  1.3860
H  -3.1096  -4.8335  -1.2113
H  -1.9887  -6.0709  -2.1157
H  -3.4017  -5.2996  -3.1085
H  -0.8567  -4.2933  -3.4601
H  -0.8326  -3.7032  -1.6705
H  -3.2437  -2.8082  -3.6874
H  -1.5439  -2.0244  -4.0226
H  -3.1887  -1.9156  -1.1915
H  -3.4642  -0.7341  -2.5842
H  -1.1461  0.2628  -2.5899
H  -2.2159  0.5964  -1.1163
H  -2.5082  -0.7402  0.5711
H  -2.0359  -1.6417  2.8401
H  -1.6905  0.1885  2.6647
H  -0.2739  -1.0241  2.8683
H  3.3651  -2.4519  -1.9282
H  1.9769  -3.8048  -1.5437
H  5.6195  -2.5217  -0.7759
H  5.5339  -3.0685  1.1188
H  6.0110  -4.3113  -0.3387
H  4.4051  -5.6124  0.5067
H  3.9164  -1.4989  1.3946
H  4.5024  -0.0567  0.9740
H  3.1363  0.1871  -2.6021
H  4.8768  -0.5322  -1.2572
H  5.1887  1.8602  -1.0162
H  1.1221  -0.1296  1.5055
H  0.7176  2.1762  3.7383
H  2.4299  1.7218  4.4476
H  1.2594  0.3735  3.7295
H  2.4189  3.7769  0.2594
H  3.4721  3.8596  1.7528
H  1.9458  4.5084  3.3998
H  1.4683  5.5383  1.8895
H  0.3170  4.1154  2.4492
H  1.3515  2.7432  -1.2755
H  -0.2801  2.1800  -2.0322
H  1.2239  1.1772  -2.2638
H  -1.7606  1.4483  0.9000
H  -0.3633  2.1520  1.8653
H  0.5074  4.5092  -0.3761
H  -0.9427  5.1055  -1.0051
H  -2.8781  4.0870  -1.0176
H  -3.0968  2.5086  -0.5063
H  -2.9607  3.3682  1.4852
H  -2.2931  4.9245  1.2317
C  -5.7087  -0.0182  0.9935
C  -5.0211  1.2925  0.5718
O  -4.2843  1.6888  1.5968
H  -6.3610  0.1229  1.8645
H  -6.3345  -0.3892  0.1735
H  -4.9814  -0.8046  1.2314
H  -5.8365  1.9479  0.2278
H  -4.5156  1.0599  -0.3784

***

[3]
Density functional theory data (ωB97M-V with the def2-TZVPD basis set) for a molecular structure, C16H33FeN5OSSi2.

Output
Gap between HOMO and LUMO (spin up / spin down): 7.734 / 6.309 eV
Energy relative to the best compared isomer or geometry (same formula, charge and spin): 52.73 kJ/mol
Multiplicity: 6
Charge: +1
<S²>: 8.764
E_tot: -87598.8987 eV
LUMO (spin up / spin down): -2.3 / -3.9 eV

Positions of all 59 atoms, in Å:
Fe  -0.3332  0.1450  -1.0281
N  -2.1233  0.9892  0.0713
N  -2.7411  2.2189  -0.1844
C  -2.4651  2.8789  -1.3329
N  -3.2117  3.9484  -1.6289
S  -1.2328  2.3766  -2.3336
H  -2.7372  0.2079  -0.1372
H  -1.8181  0.9409  1.0382
H  -3.5585  2.4790  0.3490
H  -3.8968  4.3293  -0.9973
H  -2.9793  4.4677  -2.4575
C  -0.7016  1.8288  2.8889
Si  0.9468  1.4026  2.0224
C  2.3449  1.4067  3.2940
C  1.2591  2.6842  0.6551
C  0.7714  -0.2555  1.1685
C  -0.3181  -1.1426  1.5502
C  -0.4514  -1.7186  2.8224
C  -1.4619  -2.6314  3.0496
C  -2.3562  -2.9266  2.0213
C  -2.1982  -2.2764  0.8156
N  -1.2066  -1.4121  0.5840
Si  2.1900  -1.1491  0.3130
C  3.2972  -1.9470  1.6262
C  3.1530  0.0618  -0.7737
C  1.4578  -2.5423  -0.7470
H  -0.5282  2.1750  3.9079
H  -1.3610  0.9601  2.9576
H  -1.2297  2.6321  2.3686
H  2.4596  2.4010  3.7299
H  3.2990  1.1274  2.8462
H  2.1422  0.7082  4.1071
H  0.8910  3.6705  0.9424
H  0.7685  2.4019  -0.2791
H  2.3255  2.7812  0.4483
H  0.2673  -1.4623  3.5885
H  -1.5654  -3.1057  4.0166
H  -3.1607  -3.6313  2.1696
H  -2.8908  -2.4416  -0.0033
H  3.8059  -1.1975  2.2326
H  4.0597  -2.5732  1.1591
H  2.7111  -2.5789  2.2953
H  3.7553  0.7487  -0.1787
H  2.4883  0.6523  -1.4045
H  3.8292  -0.4842  -1.4331
H  0.9033  -3.2554  -0.1361
H  2.2400  -3.0944  -1.2690
H  0.7699  -2.1485  -1.4997
N  0.9024  -0.4222  -5.1428
C  0.2700  -0.4112  -3.9682
O  0.8284  0.0117  -2.9504
C  -1.1520  -0.9237  -3.9370
C  -1.6390  -1.1490  -2.5275
H  1.8397  -0.0564  -5.1950
H  0.4559  -0.7275  -5.9891
H  -1.1968  -1.8387  -4.5359
H  -1.7663  -0.1704  -4.4373
H  -1.4994  -2.1666  -2.1751
H  -2.6520  -0.7956  -2.3570

***

[4]
Density functional theory data (ωB97M-V with the def2-TZVPD basis set) for 2 unconnected molecules or ions with the total composition C18H37N2O6P.

Output
Gap between HOMO and LUMO: 6.981 eV
Multiplicity: 1
Charge: 0
E_tot: -43816.2218 eV
LUMO: -0.6 eV

Positions of all 64 atoms, in Å:
C  4.4378  -1.5848  -0.0061
C  3.6791  -1.0969  -0.9922
C  3.1734  0.3291  -1.0742
C  2.3294  0.7786  0.1556
O  1.1171  1.3706  -0.2071
P  0.3234  1.9559  1.2688
C  -0.4794  2.6755  2.7934
C  -1.2327  1.7039  3.7166
C  -2.1049  0.6423  3.0724
O  -2.8747  1.1855  1.9705
C  -3.0547  0.3158  0.9763
C  -4.4818  -0.1340  0.7386
O  -2.1354  -0.0870  0.3125
O  0.5661  3.7431  0.6307
C  -0.4413  4.2555  0.0556
N  -1.3687  4.7626  -0.4216
O  1.8812  2.1492  1.9706
C  2.9529  1.7641  1.1556
C  3.5845  2.9574  0.4304
C  3.8501  4.1408  1.3684
H  4.4661  -1.0865  0.9610
H  5.0670  -2.4581  -0.1401
H  3.4144  -1.7691  -1.8115
H  2.5238  0.4467  -1.9429
H  4.0560  0.9519  -1.2253
H  2.1141  -0.1460  0.7306
H  0.2108  0.5854  1.6893
H  -0.8821  1.9711  0.5169
H  0.3317  3.0930  3.3987
H  -1.1266  3.5183  2.5432
H  -0.5505  1.2003  4.4076
H  -1.8976  2.3117  4.3426
H  -2.8159  0.2798  3.8253
H  -1.4977  -0.2097  2.7607
H  -5.2185  0.5247  1.1897
H  -4.6308  -0.1583  -0.3432
H  -4.5819  -1.1597  1.1009
H  3.7463  1.2661  1.7316
H  2.9035  3.2758  -0.3626
H  4.5443  2.6516  0.0008
H  2.9160  4.6148  1.6674
H  4.4424  4.8878  0.8302
H  4.4173  3.8205  2.2466
C  -0.5884  -3.1041  -3.4469
N  -1.8516  -2.9755  -2.6471
C  -2.8896  -3.8330  -3.2897
C  -2.3054  -1.5525  -2.6678
C  -1.6821  -3.4599  -1.2197
C  -0.7251  -2.6525  -0.3857
O  0.5779  -2.7224  -0.9503
H  -0.8531  -2.9967  -4.4977
H  0.0995  -2.3203  -3.1599
H  -0.1546  -4.0823  -3.2641
H  -3.0435  -3.4889  -4.3090
H  -3.8144  -3.7491  -2.7241
H  -2.5399  -4.8624  -3.2897
H  -1.5303  -0.9193  -2.2477
H  -3.2130  -1.4689  -2.0784
H  -2.4947  -1.2713  -3.7018
H  -1.3660  -4.5022  -1.2887
H  -2.6726  -3.4160  -0.7667
H  -0.7116  -3.0791  0.6235
H  -1.0716  -1.6207  -0.3063
H  1.1562  -2.1622  -0.4148